Record 1
A molecular structure, C27H64AsBeBrClF6MgN6O13P3S3V in a non-equilibrium geometry, computed with ωB97M-V/def2-TZVPD.

Each line ends with the Mulliken charge.
Element x y z (Å)
C  -0.803  -6.535  -2.780  -1.23
C  -0.587  -5.280  -3.642  -0.44
C  -1.707  -4.229  -3.390  -0.67
C  -1.152  -2.795  -3.515  -0.43
C  -2.265  -1.729  -3.707  -1.49
C  -3.110  -1.552  -2.443  -0.55
C  -2.257  -0.708  -1.448  -1.30
C  -2.228  -1.264  -0.009  0.68
C  -1.914  -0.137  1.026  -2.01
C  -0.398  -0.229  1.367  -0.74
C  0.388  0.320  0.155  -0.66
C  1.727  0.993  0.497  0.32
C  2.173  1.852  -0.706  -1.06
N  3.521  2.448  -0.418  0.71
C  3.678  3.681  -0.974  0.01
N  2.718  4.582  -0.666  -0.20
P  2.566  6.201  -1.215  0.38
O  1.062  6.667  -0.800  -0.36
O  3.519  7.189  -0.416  -0.33
S  2.694  6.408  -3.142  -0.23
N  4.716  4.080  -1.785  0.37
S  5.821  5.105  -0.832  -0.09
C  5.531  2.932  -2.398  0.23
S  7.334  3.127  -2.018  -0.14
P  5.490  3.142  -4.333  0.01
N  4.112  2.269  -4.874  -0.26
O  5.265  4.764  -4.667  -0.43
O  5.031  1.671  -2.148  -0.38
C  4.556  1.469  -0.842  -0.14
C  5.654  1.289  0.256  -0.91
C  5.305  -0.003  1.017  0.12
C  5.633  -1.299  0.307  -1.31
N  4.735  -0.022  2.151  -0.27
H  -1.776  -6.996  -3.002  0.17
H  -0.791  -6.290  -1.712  0.37
H  0.015  -7.250  -2.950  0.47
H  -0.586  -5.505  -4.712  0.36
H  0.351  -4.823  -3.310  0.36
H  -2.097  -4.370  -2.371  0.23
H  -2.522  -4.418  -4.101  0.34
H  -0.445  -2.789  -4.350  0.53
H  -0.618  -2.543  -2.586  0.01
H  -1.835  -0.763  -4.039  0.54
H  -2.884  -2.102  -4.573  0.62
H  -3.354  -2.517  -1.974  0.40
H  -4.056  -1.072  -2.720  0.59
H  -1.246  -0.738  -1.867  0.21
H  -2.635  0.335  -1.509  0.74
H  -1.514  -2.088  0.053  0.71
H  -3.287  -1.669  0.213  0.12
H  -2.087  0.856  0.564  0.77
H  -2.563  -0.215  1.917  0.64
H  -0.191  0.288  2.307  0.69
H  -0.196  -1.293  1.533  0.11
H  0.602  -0.541  -0.492  0.24
H  -0.201  1.041  -0.433  0.58
H  2.467  0.191  0.632  -0.16
H  1.726  1.556  1.436  0.30
H  2.174  1.260  -1.631  0.33
H  1.386  2.606  -0.836  0.20
H  1.988  4.267  -0.035  0.47
H  0.427  5.892  -0.917  0.10
H  3.475  8.068  -0.825  0.36
H  5.300  5.111  0.424  0.18
H  7.883  2.294  -2.939  0.24
H  3.785  2.735  -5.719  0.28
H  3.374  2.209  -4.175  0.12
H  5.926  5.268  -4.171  0.27
H  4.046  0.504  -0.867  0.47
H  6.640  1.132  -0.182  0.44
H  5.636  2.133  0.953  0.39
H  5.476  -2.152  0.970  0.31
H  4.935  -1.442  -0.535  0.27
H  6.640  -1.299  -0.120  0.42
H  4.604  0.966  2.397  0.17
F  1.818  -3.183  1.004  -0.52
As  2.194  -3.285  2.722  1.99
F  2.151  -1.533  2.815  -0.50
F  3.893  -3.231  2.354  -0.45
F  2.554  -3.370  4.416  -0.50
F  2.218  -5.019  2.620  -0.49
F  0.474  -3.326  3.080  -0.53
Cl  -4.191  -0.732  -5.258  0.00
Be  -3.980  -0.328  0.077  0.46
Br  -6.330  0.530  -0.154  -0.31
O  -2.552  -9.016  -3.546  -0.43
H  -2.523  -9.355  -2.626  0.47
H  -3.460  -9.049  -3.916  0.45
H  -1.911  -9.483  -4.123  0.47
C  -10.128  1.011  5.126  -1.39
C  -9.257  -0.153  4.664  0.36
C  -7.851  0.272  4.211  -0.75
O  -7.797  0.871  2.928  -0.21
C  -8.131  2.248  2.900  -0.73
N  -9.969  -0.889  3.614  -0.73
H  -10.513  1.596  4.291  0.28
H  -10.990  0.637  5.677  0.35
H  -9.574  1.679  5.788  0.35
H  -9.129  -0.823  5.520  0.40
H  -7.237  -0.630  4.135  0.31
H  -7.369  0.917  4.957  0.40
H  -7.802  2.766  3.805  0.33
H  -9.205  2.386  2.760  0.26
H  -7.628  2.693  2.041  0.22
H  -9.438  -1.723  3.377  0.26
H  -9.929  -0.328  2.767  0.32
C  4.544  0.505  5.648  -0.05
C  5.570  0.833  6.725  -0.65
C  4.698  1.460  7.805  -0.46
O  3.413  0.844  7.701  -0.45
C  3.339  0.095  6.479  -0.34
H  4.863  -0.271  4.955  0.25
H  4.310  1.406  5.069  0.04
H  6.024  -0.088  7.097  0.29
H  6.369  1.494  6.388  0.34
H  4.574  2.537  7.640  0.25
H  5.094  1.307  8.809  0.31
H  3.375  -0.969  6.729  0.25
H  2.391  0.301  5.981  0.19
O  1.675  0.686  -6.856  -0.50
P  0.546  0.079  -6.034  0.69
O  -0.678  0.990  -6.059  -0.45
O  1.015  -0.100  -4.589  -0.24
O  0.164  -1.277  -6.620  -0.48
Mg  0.222  4.973  -2.758  -0.21
O  -5.603  -0.101  -5.946  -0.83
V  -6.931  0.962  -6.514  1.52
O  -8.161  1.940  -7.026  -0.77

Strongest force on any atom, Eh/bohr: 0.0850
Molecular weight, g mol⁻¹: 1258.49
Charge: +1
LUMO level, eV: -5.23

Record 2
A molecular structure, C20H15BrO4Rh in a non-equilibrium geometry, computed with ωB97M-V/def2-TZVPD.

Each line ends with the natural charge from an NBO analysis.
Element x y z (Å)
Rh  1.321  1.316  0.008  1.47
C  3.238  2.295  1.563  -0.19
C  2.084  2.958  1.994  -0.20
C  1.352  3.740  1.095  -0.20
C  1.753  3.835  -0.244  -0.19
C  2.905  3.165  -0.680  -0.25
C  3.658  2.408  0.232  -0.21
H  3.830  1.731  2.271  0.27
H  1.784  2.901  3.031  0.27
H  0.500  4.308  1.444  0.26
H  1.204  4.463  -0.931  0.27
H  3.254  3.296  -1.695  0.27
H  4.592  1.962  -0.081  0.27
O  -0.641  0.866  0.933  -0.62
C  -1.264  1.221  -0.120  0.76
O  -0.610  1.782  -1.047  -0.63
C  -2.715  0.972  -0.223  -0.12
C  -3.260  -0.123  0.444  -0.18
C  -4.628  -0.326  0.412  -0.20
C  -5.447  0.571  -0.265  -0.16
C  -4.896  1.651  -0.941  -0.21
C  -3.526  1.851  -0.935  -0.18
H  -2.611  -0.811  0.968  0.23
H  -5.059  -1.180  0.915  0.23
H  -6.518  0.425  -0.262  0.23
H  -5.541  2.335  -1.477  0.23
H  -3.080  2.678  -1.471  0.23
Br  1.150  -5.642  -3.199  0.09
C  1.219  -4.740  -1.535  -0.08
C  1.122  -5.474  -0.360  -0.19
C  1.164  -4.816  0.861  -0.20
C  1.306  -3.441  0.906  -0.18
C  1.404  -2.720  -0.282  -0.12
C  1.356  -3.365  -1.514  -0.21
C  1.545  -1.252  -0.224  0.77
O  1.401  -0.532  -1.260  -0.64
O  1.793  -0.671  0.877  -0.64
H  1.014  -6.549  -0.405  0.24
H  1.085  -5.382  1.780  0.23
H  1.336  -2.911  1.848  0.24
H  1.425  -2.796  -2.431  0.25

Strongest force on any atom, Eh/bohr: 0.0334
Multiplicity: 5
Molecular weight, g mol⁻¹: 502.15
Charge: +1
LUMO level (spin up / spin down), eV: -3.49 / -6.64

Record 3
A molecular structure, C45H64N6OPS3SiV in a non-equilibrium geometry, computed with ωB97M-V/def2-TZVPD.

Each line ends with the Löwdin spin population.
Element x y z (Å)
V  0.548  -0.568  -0.166  1.03
C  -0.339  -3.617  2.203  0.00
C  0.887  -4.029  1.417  -0.01
S  1.582  -2.671  0.377  -0.03
C  3.354  -2.776  0.834  -0.01
C  3.691  -2.600  2.302  0.00
S  2.895  -1.150  3.084  0.00
C  2.278  -1.877  4.642  0.00
C  1.124  -2.851  4.487  0.00
S  -0.125  -2.197  3.311  0.00
H  -1.129  -3.308  1.522  0.00
H  -0.708  -4.451  2.802  0.00
H  1.681  -4.391  2.065  0.00
H  0.605  -4.832  0.733  0.00
H  3.724  -3.742  0.489  0.00
H  3.806  -2.000  0.219  0.00
H  3.377  -3.463  2.886  0.00
H  4.770  -2.479  2.421  0.00
H  3.121  -2.334  5.161  0.00
H  1.945  -1.009  5.212  0.00
H  1.442  -3.826  4.119  0.00
H  0.640  -2.993  5.455  0.00
C  -1.100  -6.453  -1.237  0.00
C  -0.154  -5.690  -1.904  0.00
C  -0.227  -4.308  -1.871  0.00
C  -1.221  -3.651  -1.149  -0.01
C  -2.144  -4.436  -0.461  0.00
C  -2.100  -5.820  -0.518  0.00
Si  -1.295  -1.720  -1.180  0.01
C  -2.970  -1.483  -0.234  0.01
C  -2.962  -1.228  1.134  0.00
C  -4.137  -1.130  1.861  0.00
C  -5.355  -1.253  1.218  0.00
C  -5.388  -1.481  -0.148  0.00
C  -4.208  -1.601  -0.859  0.00
C  -1.860  -1.468  -3.005  0.00
C  -1.638  -0.285  -3.698  0.00
C  -2.149  -0.089  -4.969  0.00
C  -2.893  -1.086  -5.578  0.00
C  -3.093  -2.286  -4.918  0.00
C  -2.578  -2.471  -3.648  0.00
H  -1.062  -7.529  -1.283  0.00
H  0.633  -6.182  -2.458  0.00
H  0.497  -3.719  -2.424  0.00
H  -2.932  -3.960  0.108  0.00
H  -2.857  -6.405  -0.015  0.00
H  -2.010  -1.106  1.649  0.00
H  -4.105  -0.973  2.932  0.00
H  -6.275  -1.170  1.776  0.00
H  -6.336  -1.578  -0.656  0.00
H  -4.250  -1.791  -1.923  0.00
H  -1.037  0.482  -3.229  0.00
H  -1.968  0.839  -5.497  0.00
H  -3.301  -0.936  -6.566  0.00
H  -3.650  -3.083  -5.390  0.00
H  -2.720  -3.419  -3.148  0.00
C  5.629  0.131  0.438  0.00
N  4.737  1.269  0.361  0.00
C  4.913  2.099  1.525  0.00
C  3.352  0.894  0.124  0.00
C  3.101  0.405  -1.292  0.00
C  3.990  0.778  -2.295  0.00
C  3.790  0.367  -3.602  0.00
C  2.696  -0.429  -3.904  0.00
C  1.801  -0.776  -2.904  0.00
C  1.950  -0.347  -1.583  0.00
H  6.658  0.482  0.345  0.00
H  5.421  -0.556  -0.380  0.00
H  5.527  -0.402  1.399  0.00
H  5.955  2.414  1.570  0.00
H  4.670  1.571  2.466  0.00
H  4.294  2.992  1.442  0.00
H  2.734  1.789  0.273  0.00
H  3.014  0.133  0.861  0.00
H  4.845  1.387  -2.044  0.00
H  4.489  0.661  -4.371  0.00
H  2.545  -0.769  -4.920  0.00
H  0.951  -1.396  -3.166  0.00
C  0.942  2.704  -2.787  0.00
N  -0.465  2.971  -2.577  0.00
C  -1.117  3.688  -3.654  0.00
C  -2.444  4.259  -3.186  0.00
C  -3.252  3.125  -2.581  0.00
N  -2.487  2.490  -1.525  0.00
C  -3.282  1.687  -0.623  0.00
C  -1.142  2.311  -1.607  0.00
O  -0.532  1.654  -0.732  0.01
H  1.513  3.633  -2.744  0.00
H  1.100  2.237  -3.761  0.00
H  1.294  2.016  -2.023  0.00
H  -1.276  3.017  -4.507  0.00
H  -0.447  4.490  -3.978  0.00
H  -2.980  4.696  -4.027  0.00
H  -2.273  5.032  -2.434  0.00
H  -3.514  2.387  -3.351  0.00
H  -4.179  3.507  -2.145  0.00
H  -3.956  2.327  -0.048  0.00
H  -2.628  1.133  0.047  0.00
H  -3.885  0.970  -1.185  0.00
C  0.218  4.983  2.757  0.00
N  1.165  3.957  3.360  0.00
C  0.500  3.371  4.597  0.00
N  -0.772  2.845  4.291  0.00
C  -1.633  3.864  3.715  0.00
N  -1.050  4.418  2.505  0.00
C  -1.043  3.463  1.414  0.00
P  -0.031  1.911  1.738  0.01
C  1.470  2.896  2.376  0.00
C  -0.723  1.647  3.469  0.00
H  0.660  5.344  1.822  0.00
H  0.133  5.812  3.466  0.00
H  2.033  4.424  3.638  0.00
H  0.409  4.177  5.331  0.00
H  1.154  2.586  4.987  0.00
H  -1.783  4.667  4.444  0.00
H  -2.599  3.419  3.474  0.00
H  -0.667  3.956  0.515  0.00
H  -2.073  3.166  1.217  0.00
H  1.944  3.368  1.511  0.00
H  2.179  2.187  2.813  0.00
H  -0.126  0.880  3.970  0.00
H  -1.739  1.256  3.383  0.00

Strongest force on any atom, Eh/bohr: 0.0347
Multiplicity: 2
Molecular weight, g mol⁻¹: 911.25
Charge: +1
LUMO level (spin up / spin down), eV: -2.70 / -2.70